C2HAgLiO2 | wB97M-V/def2-TZVPD

Properties
- total charge = +1
- Kohn-Sham gap (alpha / beta) (eV) = 4.72 / 9.38
- E_tot (hartree) = -381.407874
- multiplicity = 3
- strongest force on any atom (hartree/bohr) = 0.06700

```
7
C2HAgLiO2, DFT wB97M-V/def2-TZVPD
O 0.62667 -0.52570 -2.39344
C 0.30872 -0.55405 -1.26858
C -0.05462 -0.53439 0.00715
H -0.24194 -1.51109 0.46511
Ag -1.92566 1.44389 0.97706
Li 1.43103 0.99577 1.52055
O -0.14419 0.68558 0.69214
```